Below is C17H51BrF2I2N2O25S3 as an isolated structure, with properties calculated with ωB97M-V with the def2-TZVPD basis set.

## Properties
Orbital gap: 7.79 eV
Energy above the lowest of the compared OMol25 structures with the same formula, charge and spin: 0.00 kJ/mol
E_HOMO: -8.24 eV
LUMO: -0.45 eV

Last column: Mulliken charge in e.
CARTESIAN COORDINATES (ANGSTROEM)
C (1.204, -3.571, 3.447)  -1.87
C (0.581, -2.269, 2.932)  0.14
O (0.963, -2.108, 1.566)  0.65
C (0.921, -0.970, 0.720)  -0.23
N (1.977, -0.118, 1.233)  1.10
C (2.520, 1.093, 0.619)  -0.31
C (2.931, -0.647, 2.200)  0.67
C (3.880, -1.781, 1.922)  -1.56
O (2.978, -0.114, 3.281)  -0.62
C (1.255, -1.737, -0.681)  0.48
C (2.726, -1.573, -1.164)  -0.71
C (2.891, -0.778, -2.448)  -0.60
N (3.055, -1.396, -3.537)  -0.65
S (0.996, -3.606, -0.556)  1.21
O (1.261, -4.079, -1.873)  -0.70
O (-0.253, -3.978, 0.015)  -0.59
F (2.189, -4.110, 0.309)  -0.32
O (0.493, -1.455, -1.830)  -0.03
S (-1.041, -1.015, -1.899)  0.99
O (-1.162, -0.556, -3.237)  -0.69
O (-1.862, -2.092, -1.471)  -0.59
C (-1.013, 0.424, -0.744)  2.40
C (0.125, 1.308, -1.302)  -1.53
C (0.236, 1.822, -2.737)  -0.90
O (1.345, 1.958, -3.174)  -0.67
Br (-1.165, 2.356, -3.914)  -0.07
C (-2.391, 1.242, -0.667)  -0.85
I (-4.003, 0.385, -1.859)  0.10
C (-2.335, 2.823, -0.801)  -0.07
C (-2.438, 3.543, 0.567)  -1.20
I (-4.021, 3.654, -1.906)  0.06
C (-0.556, -0.236, 0.674)  0.69
C (-1.596, -1.260, 1.205)  -2.38
O (-2.904, -0.996, 0.771)  -0.13
O (-3.745, -1.511, 1.807)  -0.52
S (-0.634, 1.109, 1.963)  1.43
O (-1.955, 1.157, 2.485)  -0.75
O (-0.030, 2.306, 1.490)  -0.71
F (0.232, 0.576, 3.132)  -0.12
H (2.209, -3.725, 3.059)  0.22
H (1.182, -3.561, 4.533)  0.40
H (0.603, -4.412, 3.096)  0.43
H (-0.480, -2.379, 3.144)  0.24
H (0.944, -1.485, 3.590)  -0.03
H (3.278, 1.514, 1.276)  0.36
H (1.813, 1.892, 0.448)  0.08
H (3.037, 0.918, -0.331)  0.20
H (3.599, -2.453, 1.126)  0.33
H (4.838, -1.327, 1.640)  0.32
H (4.053, -2.307, 2.855)  0.42
H (3.165, -2.542, -1.404)  0.96
H (3.357, -1.117, -0.413)  -0.12
H (2.925, 0.313, -2.386)  0.64
H (3.182, -0.741, -4.311)  0.20
H (1.050, 0.746, -1.232)  -1.34
H (0.256, 2.175, -0.659)  2.17
H (-2.839, 1.092, 0.305)  0.75
H (-1.499, 3.246, -1.342)  0.31
H (-3.005, 4.464, 0.479)  0.60
H (-2.934, 2.928, 1.314)  0.28
H (-1.450, 3.834, 0.915)  0.14
H (-1.599, -1.267, 2.290)  0.95
H (-1.300, -2.267, 0.905)  0.62
H (-4.491, -1.827, 1.276)  0.33
O (4.427, 2.912, 2.994)  -0.62
H (4.140, 2.029, 3.255)  0.30
H (5.045, 3.174, 3.684)  0.31
O (-2.126, 3.699, -6.864)  -0.62
H (-1.678, 2.847, -6.973)  0.34
H (-2.331, 3.975, -7.762)  0.27
O (-1.769, -4.865, -3.356)  -0.65
H (-2.106, -4.090, -2.892)  0.34
H (-1.002, -5.127, -2.835)  0.33
O (-0.049, -1.459, 6.034)  -0.60
H (-0.534, -1.303, 6.853)  0.33
H (0.197, -0.575, 5.739)  0.27
O (5.505, -3.340, -3.189)  -0.69
H (5.141, -4.025, -3.768)  0.37
H (4.855, -2.630, -3.237)  0.31
O (2.334, 1.122, -5.817)  -0.77
H (1.912, 1.229, -4.953)  0.43
H (2.629, 2.011, -6.043)  0.32
O (-6.915, 4.649, -0.101)  -0.67
H (-7.500, 4.401, -0.827)  0.33
H (-7.458, 4.552, 0.690)  0.31
O (0.540, -1.537, 8.753)  -0.62
H (1.269, -1.762, 8.165)  0.33
H (0.949, -1.234, 9.569)  0.29
O (0.726, -4.718, 6.351)  -0.59
H (0.149, -4.288, 6.992)  0.30
H (1.235, -5.352, 6.865)  0.27
O (-7.954, 7.580, -0.188)  -0.66
H (-7.639, 6.670, -0.277)  0.38
H (-8.182, 7.855, -1.081)  0.31
O (-0.110, 1.318, -7.635)  -0.65
H (-0.451, 0.452, -7.387)  0.32
H (0.647, 1.447, -7.043)  0.34
O (4.489, -5.294, -5.173)  -0.63
H (4.979, -6.123, -5.159)  0.30
H (4.246, -5.163, -6.095)  0.30
O (-6.002, 8.573, 1.988)  -0.64
H (-6.590, 8.373, 1.248)  0.35
H (-6.563, 8.504, 2.765)  0.31

Cartesian forces (eV/Å) of the 3 atoms listed first:
C -0.39 -0.02 -0.75
C 0.65 -0.60 1.83
O -0.49 0.24 -0.53



Below is C17H52BrIN2NbO10 as an isolated structure, with properties calculated with ωB97M-V with the def2-TZVPD basis set.

## Properties
Orbital gap: 7.39 eV
Net charge: -1
E_HOMO: -5.44 eV
LUMO: 1.95 eV

Last column: Mulliken charge in e.
CARTESIAN COORDINATES (ANGSTROEM)
C (-0.914, -3.720, 5.719)  -1.01
C (-2.152, -3.741, 4.812)  -0.31
N (-2.048, -2.774, 3.693)  -0.27
Nb (-1.361, -3.265, 1.816)  -1.35
Br (0.942, -4.096, 2.472)  -0.42
I (-3.913, -2.670, 0.881)  -0.34
C (-0.522, -1.195, 1.217)  0.56
C (-1.322, -0.050, 1.337)  0.88
C (-0.829, 1.206, 1.038)  -1.15
N (0.410, 1.410, 0.589)  -0.22
C (1.195, 0.339, 0.455)  -0.22
C (0.776, -0.944, 0.761)  -0.52
H (-0.326, -2.827, 5.510)  0.25
H (-1.194, -3.714, 6.774)  0.33
H (-0.263, -4.574, 5.542)  0.28
H (-2.320, -4.753, 4.441)  0.19
H (-3.028, -3.473, 5.406)  0.36
H (-2.942, -2.296, 3.635)  0.15
H (-1.841, -5.014, 1.787)  0.11
H (-1.060, -3.626, 0.065)  0.39
H (-2.352, -0.124, 1.665)  0.44
H (-1.465, 2.080, 1.156)  0.45
H (2.199, 0.515, 0.077)  0.43
H (1.483, -1.754, 0.632)  0.13
C (-3.001, 1.609, 3.969)  -0.62
O (-3.580, 1.835, 2.687)  -0.37
H (-1.967, 1.314, 3.810)  0.25
H (-3.032, 2.520, 4.575)  0.29
H (-3.514, 0.804, 4.502)  0.28
H (-4.501, 2.075, 2.817)  0.23
C (1.608, 4.439, 2.721)  -0.60
O (2.275, 3.355, 2.104)  -0.43
H (2.299, 4.872, 3.443)  0.27
H (1.323, 5.218, 2.006)  0.27
H (0.709, 4.113, 3.254)  0.22
H (1.658, 2.941, 1.476)  0.26
C (4.885, 3.880, -0.078)  -0.58
O (3.681, 4.104, -0.799)  -0.47
H (5.723, 4.183, -0.701)  0.22
H (4.898, 4.468, 0.842)  0.26
H (4.995, 2.823, 0.173)  0.28
H (2.961, 3.828, -0.220)  0.29
C (-1.252, -6.634, -1.901)  -0.45
O (-1.808, -6.776, -0.609)  -0.51
H (-0.339, -7.229, -1.918)  0.14
H (-1.917, -7.003, -2.689)  0.27
H (-0.992, -5.593, -2.116)  0.22
H (-2.589, -6.216, -0.557)  0.27
C (0.203, -0.118, -2.818)  -0.44
O (-0.159, -1.277, -2.087)  -0.54
H (0.368, -0.419, -3.852)  0.35
H (-0.597, 0.620, -2.748)  0.19
H (1.128, 0.335, -2.436)  0.15
H (-0.345, -1.000, -1.185)  0.25
C (1.288, 3.743, -3.802)  -0.33
O (2.675, 4.035, -3.852)  -0.52
H (0.882, 3.950, -4.791)  0.29
H (1.088, 2.696, -3.561)  0.04
H (0.761, 4.370, -3.076)  0.22
H (3.039, 3.863, -2.974)  0.33
C (-3.898, 1.508, -2.042)  -0.60
O (-2.502, 1.506, -1.773)  -0.37
H (-4.019, 1.680, -3.110)  0.23
H (-4.361, 0.550, -1.791)  0.26
H (-4.401, 2.307, -1.495)  0.18
H (-2.383, 1.340, -0.831)  0.23
C (-4.570, 4.785, 1.168)  -0.67
O (-3.996, 3.841, 0.283)  -0.36
H (-5.604, 4.481, 1.320)  0.25
H (-4.067, 4.798, 2.139)  0.24
H (-4.564, 5.798, 0.754)  0.28
H (-3.078, 4.078, 0.126)  0.23
C (7.563, 2.792, -2.803)  -0.49
O (8.597, 2.788, -1.825)  -0.51
H (6.662, 2.437, -2.309)  0.14
H (7.376, 3.798, -3.186)  0.26
H (7.788, 2.123, -3.637)  0.31
H (9.405, 3.101, -2.237)  0.29
C (0.878, -7.607, -4.760)  -0.56
O (-0.290, -7.174, -5.442)  -0.50
H (0.602, -8.495, -4.195)  0.22
H (1.685, -7.871, -5.450)  0.30
H (1.242, -6.851, -4.060)  0.25
H (-0.076, -6.378, -5.935)  0.29

Cartesian forces (eV/Å) of the 3 atoms listed first:
C 0.09 0.01 -0.08
C 0.27 0.28 0.29
N -0.98 -0.76 -0.94